{
  "formula": "C2H8O2Si",
  "method": "ωB97M-V with the def2-TZVPD basis set",
  "elements": ["H", "O", "H", "H", "H", "H", "H", "H", "C", "O", "H", "C", "Si"],
  "coordinates": [[-0.8414, -2.1846, -0.4863], [0.6757, -0.6625, 2.8560], [-1.9041, -0.8836, -0.8289], [0.0431, 1.5316, -1.7247], [1.2297, 0.0918, 2.9055], [-0.6930, -1.1242, -1.9543], [-0.7520, 2.0055, -0.2251], [1.7692, -0.8947, -0.1332], [-0.8239, -1.2180, -0.9462], [-0.2838, -0.3833, 1.8684], [0.9504, 2.2361, -0.4959], [0.1308, 1.5865, -0.7195], [0.4995, -0.1005, -0.1158]],
  "lowdin_charge": [0.02, -0.16, 0.06, -0.01, 0.04, -0.03, 0.06, -0.01, -0.22, -0.35, 0.02, -0.20, 0.78],
  "e_above_lowest_kj_mol": 652.7,
  "total_charge": 0
}



{
  "formula": "C5H16O5",
  "method": "ωB97M-V with the def2-TZVPD basis set",
  "elements": ["H", "H", "C", "C", "O", "H", "O", "H", "C", "H", "H", "H", "H", "C", "H", "O", "H", "H", "C", "H", "H", "H", "O", "O", "H", "H"],
  "coordinates": [[-1.5077, -0.1689, 1.7796], [-0.9662, -2.1377, -2.3909], [-0.3988, 1.7269, -1.0591], [-0.7725, 0.4487, 1.1296], [0.6602, 1.4863, 2.8083], [1.4449, 0.4970, -1.2457], [-0.7073, -2.4499, -1.5116], [-0.8441, 2.5628, 1.9871], [-1.3934, 1.2337, -0.0338], [-2.0642, 2.0504, 0.3584], [0.1455, 0.0172, 0.7542], [1.6689, -0.6887, 2.6684], [0.2208, -3.5561, 1.1670], [0.4566, 0.6416, -1.7736], [0.0668, -3.0430, -1.6695], [0.7067, 0.8830, -3.1224], [-2.1032, 0.5633, -0.5512], [-0.7749, 2.3239, -1.9053], [-0.2643, 1.6001, 2.0490], [0.0078, -2.1748, 0.5428], [-0.1556, -0.2931, -1.8085], [2.2428, -1.9482, 2.1421], [2.4600, -0.9886, 2.2003], [0.5213, -2.6446, 1.2158], [0.2437, 2.3156, -0.4551], [1.1059, 1.7432, -3.2758]],
  "lowdin_charge": [0.16, 0.05, -0.18, -0.14, 0.06, 0.14, -0.08, 0.13, -0.25, 0.12, 0.08, 0.00, 0.05, -0.28, 0.08, -0.07, 0.11, 0.12, -0.26, 0.01, 0.09, 0.02, -0.09, -0.06, 0.09, 0.09],
  "e_above_lowest_kj_mol": 148.8,
  "total_charge": 0
}



{
  "formula": "C25H31Br24N3O4P2S",
  "method": "ωB97M-V with the def2-TZVPD basis set",
  "elements": ["C", "C", "Br", "C", "Br", "Br", "C", "H", "H", "C", "Br", "C", "Br", "Br", "H", "N", "C", "H", "H", "C", "Br", "O", "O", "C", "H", "Br", "C", "Br", "C", "H", "Br", "C", "C", "Br", "Br", "Br", "H", "H", "O", "C", "C", "H", "H", "H", "C", "H", "H", "C", "C", "C", "N", "S", "Br", "C", "H", "H", "Br", "Br", "P", "C", "C", "Br", "Br", "P", "H", "H", "C", "Br", "H", "H", "H", "H", "H", "H", "H", "H", "H", "C", "Br", "H", "N", "H", "Br", "H", "Br", "H", "O", "Br", "Br", "C"],
  "coordinates": [[1.2208, 2.9268, -2.5124], [0.9675, -4.9207, -9.3861], [2.6601, -4.7444, -8.4824], [-2.7785, 5.6496, -5.0726], [-8.2122, -3.9684, 8.7379], [-2.1600, -5.6754, 7.6815], [-2.6213, -3.8831, 8.2120], [4.2278, 1.4484, 0.5941], [1.5864, 4.2484, -0.8796], [1.6843, 0.4213, -3.1100], [-9.7357, -1.2709, 7.9825], [6.2904, 1.1047, 0.3968], [-7.0795, -2.0885, 6.4278], [-1.0880, -2.6990, 8.1319], [-0.1409, 1.1922, -2.2545], [0.6755, 1.2515, 0.1256], [-8.6530, -2.7241, 7.3334], [-1.8511, -3.6952, -4.0010], [2.6492, 0.7688, -1.1549], [-1.1359, 1.4408, 1.6877], [-0.9814, -1.6536, -2.9151], [-2.3515, -2.9279, 4.2096], [4.0663, -1.4093, 0.7953], [1.5253, 3.1684, -1.0174], [3.5868, -1.4456, -3.0029], [2.0508, -0.1425, 7.1206], [-0.1930, 0.6769, 0.9956], [8.1164, 1.0562, 2.7244], [-0.9338, -1.3571, 2.0647], [-9.2443, -3.2618, 6.6065], [-3.4061, 1.5073, -7.5555], [2.8923, 0.4568, -2.1645], [0.6518, 1.5525, -2.9106], [-2.2272, -0.1496, -9.9958], [0.2280, -3.3875, -5.2971], [0.3242, -0.4974, 4.4420], [3.6859, 1.0837, -2.5841], [-0.9191, -2.4252, 2.2314], [4.7172, -0.9771, -1.3171], [0.5426, 2.5460, -0.0533], [-3.8230, 0.3837, -9.0612], [6.5659, 2.0374, -0.0934], [-2.7044, 1.3413, 3.1877], [2.1358, 3.0750, -3.0950], [3.4671, -0.9590, -2.0383], [0.7194, 5.6135, 0.3934], [-3.4105, 5.6496, -5.9488], [-1.8788, -0.5781, 2.8313], [4.5580, -0.6715, -0.0128], [-1.9805, 0.7667, 2.6194], [-4.4414, -1.4725, 3.6678], [-1.6623, 5.5513, -1.1472], [0.0144, -6.4933, -8.8158], [-0.4494, 3.2822, 0.6612], [0.5250, 3.6823, -2.8856], [0.1638, 1.6998, -3.8805], [3.2227, -1.8164, 4.6627], [7.6144, 2.2138, 5.6515], [-0.5916, 5.0995, 0.4056], [-1.3770, -2.8113, -4.4025], [-0.1190, -0.7274, 1.1829], [-3.6496, 6.7312, -3.7423], [-0.1030, -3.3342, -9.1963], [-2.9450, -1.4233, 4.0458], [7.0862, 0.5272, 0.8946], [-4.2772, -0.5157, -8.6706], [7.6772, 0.6325, 4.5551], [-5.1074, 1.2000, -10.2390], [2.5067, 2.7994, -0.7189], [2.0655, 0.4144, -4.1359], [1.1790, -5.0408, -10.4387], [0.6047, -1.2911, 0.6058], [8.4705, 0.0081, 4.9400], [-1.9188, -1.0233, 5.8716], [1.2043, -0.5566, -2.9705], [-1.3837, -2.8764, 4.2620], [1.1930, -2.1772, 6.0237], [5.0054, 0.7220, 0.3644], [-2.6255, -1.9981, -5.6220], [-2.9153, -3.9243, 9.2510], [-1.2962, 2.7812, 1.5305], [-4.7079, -2.4514, 3.6024], [-4.1341, -3.2099, 7.2287], [-1.1422, 5.5745, 1.6129], [-1.0789, 6.3862, -5.5988], [2.7533, -1.5118, -1.4154], [-2.7149, -0.6686, 5.4488], [6.0428, -0.3765, 4.6656], [-2.6165, 3.8186, -4.4933], [1.6418, -1.2785, 5.6216]],
  "lowdin_charge": [-0.16, -1.64, 0.56, -1.63, 0.56, 0.58, -1.59, 0.11, 0.07, -0.22, 0.57, -0.07, 0.55, 0.60, 0.07, 0.20, -1.64, -0.03, 0.07, -0.21, 0.67, -0.19, 0.12, -0.14, 0.13, 0.59, -0.20, 0.71, -0.17, -0.03, 0.54, -0.19, -0.21, 0.56, 0.56, 0.89, 0.13, 0.11, 0.00, -0.25, -1.65, 0.07, 0.13, 0.12, -0.15, -0.02, -0.03, -0.39, -0.50, -0.03, -0.15, 0.11, 0.57, -0.38, 0.08, 0.10, 0.57, 0.58, 0.39, -1.61, -0.03, 0.55, 0.53, 0.45, -0.07, -0.03, -1.60, 0.58, 0.10, 0.12, -0.03, 0.12, -0.03, -0.03, -0.01, 0.04, -0.06, -0.06, 0.57, -0.03, 0.15, -0.01, 0.58, -0.02, 0.57, 0.12, -0.21, 0.55, 0.54, -1.57],
  "e_above_lowest_kj_mol": 0.0,
  "total_charge": 0
}



{
  "formula": "C3H4Cl2FNO2",
  "method": "ωB97M-V with the def2-TZVPD basis set",
  "elements": ["C", "Cl", "N", "C", "H", "H", "O", "H", "O", "F", "C", "Cl", "H"],
  "coordinates": [[-0.3072, -0.2050, -0.6863], [-0.3318, 1.2766, -1.7135], [0.6832, -1.1209, -1.5444], [0.3448, -0.0444, 0.6889], [-0.1960, 1.9962, 0.6744], [1.4957, 0.0242, 0.6992], [1.8452, -0.9392, -1.4600], [-1.3921, 0.8242, 1.1477], [0.1173, -1.9282, -2.2238], [0.0852, -1.1683, 1.4470], [-0.3459, 1.1672, 1.2803], [-1.9151, -1.0156, -0.6173], [-0.0834, 1.1332, 2.3078]],
  "lowdin_charge": [-0.93, 0.72, -0.53, -0.44, 0.03, 0.18, 0.15, 0.08, -0.02, -0.01, -0.05, 0.75, 0.09],
  "spin_multiplicity": 3,
  "total_charge": 0
}



{
  "formula": "C30H48O22S",
  "method": "ωB97M-V with the def2-TZVPD basis set",
  "elements": ["C", "H", "H", "O", "O", "O", "O", "H", "H", "H", "H", "H", "C", "C", "O", "C", "C", "H", "O", "H", "H", "C", "H", "H", "H", "O", "H", "C", "O", "H", "O", "C", "C", "H", "C", "C", "C", "C", "C", "H", "H", "C", "H", "O", "O", "H", "H", "O", "C", "H", "H", "H", "O", "H", "C", "C", "H", "H", "H", "H", "H", "C", "C", "O", "C", "C", "O", "O", "H", "H", "H", "H", "H", "C", "C", "H", "C", "H", "H", "H", "O", "H", "C", "S", "H", "O", "H", "H", "O", "O", "H", "C", "C", "H", "C", "O", "H", "H", "C", "O", "H"],
  "coordinates": [[2.4501, -5.6802, -3.4959], [0.1488, -4.1828, -1.3082], [-6.3614, 2.5695, 2.2810], [5.5336, -3.2341, 2.0713], [1.3007, -0.9189, -1.6441], [-3.3466, 3.9526, 3.0335], [4.0473, 2.0794, -0.9458], [-2.1022, 1.3991, 1.7019], [-2.2624, 2.8453, 4.3034], [3.1719, 5.5006, -3.0729], [1.7594, -6.1100, -1.4732], [-4.3803, -4.1288, 2.3775], [-6.7553, 2.2422, 0.1870], [-5.0727, 2.0813, -1.2804], [4.1295, -1.6182, 2.7336], [0.6412, 1.5304, -0.9292], [-3.2139, 4.2210, 1.7164], [-7.2212, 1.2784, -0.0199], [6.4521, -1.4654, -3.0872], [0.8774, -3.3298, -2.6552], [-8.1107, 2.7211, 1.8328], [5.8629, -0.7221, -1.9657], [4.9972, 6.7654, -0.5061], [4.0496, -0.5646, -0.9904], [1.3192, -3.0528, 2.6695], [3.8296, 4.2292, -0.3413], [0.9099, 1.2762, 0.1070], [4.0068, 3.2312, -1.2365], [-5.3307, 2.0587, 0.0510], [-6.5132, -4.0356, 0.6043], [-6.0068, 2.8203, -1.9247], [2.6881, -1.4642, 2.8783], [4.4138, -1.0823, -1.8854], [1.8582, -2.4570, 1.1082], [3.9549, 6.5841, -0.2510], [4.4340, -2.8343, 2.2486], [-5.9532, -1.3836, 2.1549], [3.9880, 5.1483, -2.4406], [4.0626, -4.7485, -2.1724], [4.1598, -2.1239, -1.7269], [6.1084, 0.3257, -2.1373], [7.7494, -1.6614, -2.8466], [-4.3326, 1.5094, 4.5308], [8.6029, -1.8355, -3.6517], [-6.3213, -1.9365, 0.9674], [3.3688, 7.4821, -0.4654], [2.4309, -6.7520, -3.6895], [3.8398, -5.3984, -3.3404], [3.3813, 5.4300, -1.0232], [3.8930, -0.6643, -2.7440], [2.3445, -0.1806, 1.2198], [-6.0380, -4.0952, 2.7763], [2.9010, -4.4532, -1.5629], [-2.1208, 0.0075, -0.5928], [-7.0788, 2.8777, 1.5240], [1.8346, -5.2626, -2.1531], [-6.9727, 3.9626, 1.4517], [-0.7164, -0.3173, 0.4061], [1.2728, 0.2027, 2.5772], [-4.7196, -4.2956, -0.6202], [6.3050, -2.1934, -0.4220], [-4.7333, -3.2656, -0.2515], [-5.2651, -3.5087, 2.2623], [-4.1237, 1.6115, -1.8198], [2.1968, -2.7106, 2.1162], [-6.9779, 3.2227, -0.9693], [-6.2726, -0.2793, 2.4456], [4.1513, 3.7471, -2.4718], [2.2969, 5.4024, -1.1241], [4.9237, 5.6537, -2.6601], [-1.3227, -1.5734, -0.6811], [-3.2433, 0.6603, 3.7438], [-6.8251, 4.2562, -0.6569], [-1.1571, -0.5021, -0.5815], [0.6651, -4.3215, -2.2578], [-4.4090, 1.3542, 2.6709], [-2.7986, 2.6652, 3.3748], [-5.1773, -2.7334, -1.0992], [1.6087, 1.8920, -1.2740], [1.9795, -5.1555, -4.3279], [-3.7396, 5.1133, 1.1404], [-8.0144, 3.1818, -1.3089], [-5.7977, -3.2521, 0.8396], [0.1449, 0.0119, -1.7324], [-3.7451, -2.8680, -0.0487], [7.9873, -1.5574, -1.5097], [2.8918, 0.6811, 2.6688], [-0.8886, 2.5282, 2.3650], [3.3220, -3.5467, 2.0081], [-5.1485, -2.2172, 2.8283], [-0.0606, -4.7261, -2.9754], [-3.8332, 1.5802, 3.5630], [6.7607, -1.2998, -0.8541], [3.8992, 6.4488, 0.8276], [2.2751, -0.1447, 2.3086], [-2.3097, 3.3619, 1.1696], [6.8673, -0.5758, -0.0456], [-0.1043, 2.3230, -0.8869], [-1.9488, 2.3817, 2.1418], [5.1582, -4.4646, -1.8157], [2.6193, -1.5235, 3.9662]],
  "lowdin_charge": [-0.09, 0.08, 0.07, 0.17, -0.54, 0.08, 0.16, 0.12, 0.15, 0.13, 0.15, 0.14, -0.30, -0.56, 0.07, -0.25, -0.56, 0.16, 0.07, 0.08, 0.09, -0.27, 0.09, 0.07, 0.13, 0.06, 0.04, -0.57, 0.06, 0.15, 0.08, -0.29, -0.03, 0.13, -0.02, -0.58, -0.55, -0.09, -0.57, 0.07, 0.15, -0.58, 0.09, 0.16, 0.08, 0.09, 0.13, 0.07, -0.29, 0.09, 0.07, 0.13, 0.06, 0.05, -0.01, -0.27, 0.08, 0.03, 0.08, 0.09, 0.12, -0.02, -0.10, 0.16, -0.10, -0.10, 0.17, 0.08, 0.15, 0.13, 0.04, 0.10, 0.13, -0.25, -0.03, 0.06, -0.29, 0.09, 0.03, 0.13, 0.16, 0.14, -0.31, 0.83, 0.08, 0.07, 0.10, 0.13, 0.08, 0.08, 0.09, -0.03, -0.10, 0.09, -0.03, 0.05, 0.14, 0.06, -0.10, 0.17, 0.15],
  "e_above_lowest_kj_mol": 193.8,
  "total_charge": 0
}



{
  "formula": "C4H11NO2",
  "method": "ωB97M-V with the def2-TZVPD basis set",
  "elements": ["H", "H", "C", "N", "O", "H", "H", "H", "C", "H", "H", "H", "C", "O", "C", "H", "H", "H"],
  "coordinates": [[-0.5940, -1.4079, -0.6592], [0.0628, 3.3226, 1.1730], [-0.5132, 1.3110, 1.4014], [0.2494, -3.1524, -1.4426], [1.1448, -0.9620, -1.7298], [0.7359, -3.4665, -2.3514], [-0.2378, -0.4415, 2.5085], [1.3322, 0.1274, 1.7628], [-0.0608, -1.7357, -1.5441], [0.8700, -0.0172, -1.7595], [-2.1394, 2.3228, 1.7453], [1.0040, 2.2158, 0.1500], [0.0482, 2.4110, 0.5223], [-1.8327, 1.4226, 1.8043], [0.2519, 0.2750, 1.8924], [-0.7074, -1.4626, -2.4485], [1.0179, -3.3026, -0.7624], [-0.6317, 2.5402, -0.2623]],
  "lowdin_charge": [0.08, 0.14, -0.23, 0.01, -0.11, 0.12, 0.11, 0.14, -0.36, 0.07, 0.14, 0.08, 0.04, 0.18, 0.29, 0.14, 0.08, 0.09],
  "spin_multiplicity": 2,
  "e_above_lowest_kj_mol": 169.8,
  "total_charge": 1
}



Going through the records in order, we get E values of -520.837191; -576.254369; -64293.538047; -1341.905494; -3225.427909; -363.863714 a.u..
Going through the records in order, we get molar mass values of 92.17; 156.18; 2449.25; 175.97; 792.76; 105.14 g mol⁻¹.